No. 1
Molecular formula: C33H73N7O16
Method: DFT, ωB97M-V/def2-TZVPD

Values from the calculation:
Spin multiplicity: 1
Frontier orbital gap (eV): 9.6
SMILES: CCOC(=O)OC.CCOC(=O)OC.CCOC(=O)OC.CN(C)C=O.CN(C)C=O.CN(C)C=O.CN(C)C=O.CN(C)C=O.CN(C)C=O.CN(C)C=O
E_tot (eV): -78594.426
Total charge: 0

Each line ends with the Löwdin charge.
Positions of all 129 atoms, in Å:
O  -2.33  -4.23  2.06  0.000
O  -1.22  3.19  3.07  0.013
O  6.80  -2.28  1.72  0.046
O  1.16  -0.85  4.86  0.027
O  -0.79  4.40  -1.32  -0.023
O  -2.19  1.50  3.98  0.036
O  -2.11  1.71  1.71  0.123
O  2.24  -4.92  0.32  0.051
O  0.69  0.98  3.64  0.095
O  -1.13  1.71  -4.43  -0.003
O  0.36  -3.22  -2.08  0.031
O  -4.91  -0.86  -3.99  -0.025
O  2.44  2.45  -2.65  -0.009
O  1.88  1.01  5.59  0.025
O  0.91  -5.80  1.63  0.018
O  1.92  -3.91  2.31  0.104
N  -2.94  3.58  -1.18  -0.182
N  -3.04  -0.87  -5.24  -0.172
N  0.09  3.12  -5.81  -0.178
N  3.32  2.72  -0.59  -0.169
N  4.77  -1.86  2.66  -0.198
N  0.01  -1.35  -0.82  -0.164
N  -3.29  -3.09  0.35  -0.206
C  2.05  2.94  0.01  -0.068
C  4.47  2.81  0.34  -0.017
C  -3.90  2.48  -1.41  -0.028
C  5.76  -1.70  1.70  -0.347
C  1.15  4.14  -5.78  -0.057
C  -2.84  0.25  3.89  -0.226
C  3.28  -3.97  0.01  -0.174
C  3.64  -0.97  2.52  -0.059
C  0.14  -1.61  4.20  0.014
C  -2.62  -4.12  0.88  -0.336
C  0.16  -0.43  -1.92  -0.020
C  4.85  -2.77  3.72  -0.066
C  1.19  0.41  4.60  -0.630
C  0.39  -5.96  2.95  -0.029
C  -1.70  -1.41  -5.41  -0.039
C  -3.79  -0.31  -6.31  -0.050
C  3.08  2.67  4.39  -0.076
C  -4.35  0.34  3.56  -0.055
C  -3.66  -3.06  -1.02  -0.044
C  -1.07  4.08  1.97  -0.015
C  -3.70  -1.08  -4.12  -0.353
C  -0.83  2.94  -6.95  -0.021
C  3.41  2.52  -1.92  -0.329
C  1.76  -4.79  1.51  -0.658
C  -3.48  4.81  -0.65  -0.057
C  -1.62  3.51  -1.51  -0.321
C  3.69  -4.25  -1.47  -0.027
C  -0.41  -0.99  0.52  -0.042
C  2.05  2.44  5.41  -0.207
C  -3.75  -2.05  1.21  -0.050
C  -1.87  2.09  2.81  -0.634
C  0.15  -2.67  -1.04  -0.384
C  -0.23  2.49  -4.62  -0.342
H  0.83  5.00  -6.35  0.074
H  -2.33  -0.43  3.16  0.104
H  -1.39  2.54  -2.03  0.120
H  -2.75  -0.26  4.85  0.126
H  -3.17  0.13  -7.05  0.075
H  -4.69  0.83  2.62  0.095
H  -0.72  0.01  -2.35  0.068
H  -0.76  3.62  1.06  0.060
H  1.27  3.20  -0.69  0.060
H  0.52  2.78  -3.83  0.115
H  -4.61  -0.70  3.59  0.056
H  1.06  2.84  5.24  0.125
H  -0.58  -5.56  3.04  0.056
H  1.15  -5.59  3.60  0.085
H  0.44  -0.45  1.03  0.098
H  -1.94  4.70  1.92  0.086
H  -1.60  -1.86  -6.39  0.078
H  -3.89  5.46  -1.44  0.103
H  -4.72  -1.83  0.97  0.069
H  5.20  -2.35  4.68  0.107
H  2.09  3.75  -6.26  0.096
H  0.51  -2.54  3.92  0.057
H  -0.98  -0.63  -5.50  0.058
H  0.59  -0.99  -2.70  0.073
H  2.94  -3.74  -2.07  0.062
H  2.31  2.70  6.44  0.131
H  -4.77  2.78  -2.02  0.096
H  2.05  3.84  0.68  0.102
H  -4.29  -2.19  -1.17  0.091
H  -3.09  -1.44  -3.25  0.116
H  5.40  -0.88  1.02  0.131
H  3.68  -5.31  -1.66  0.075
H  -1.72  3.50  -6.74  0.083
H  2.60  2.81  3.37  0.092
H  -0.15  -1.04  3.32  0.069
H  0.35  -7.03  3.21  0.100
H  5.40  -3.66  3.43  0.096
H  4.51  3.82  0.86  0.121
H  3.87  -3.12  3.93  0.059
H  -4.48  -1.01  -6.72  0.087
H  0.76  0.43  -1.61  0.085
H  -3.41  1.63  -1.90  0.078
H  -3.09  -1.11  1.10  0.102
H  -2.30  -4.86  0.15  0.146
H  4.72  -3.91  -1.55  0.075
H  -0.08  -3.23  -0.11  0.122
H  -4.40  0.55  -6.05  0.094
H  3.80  1.89  4.43  0.069
H  1.72  2.15  0.70  0.086
H  -0.28  4.76  2.29  0.106
H  -4.27  4.53  0.06  0.092
H  1.56  4.39  -4.78  0.088
H  -1.22  1.92  -6.98  0.075
H  -2.71  -3.08  -1.57  0.090
H  -0.69  -1.93  0.99  0.071
H  3.59  -0.29  3.44  0.102
H  2.63  -1.50  2.40  0.094
H  4.16  -4.20  0.66  0.137
H  2.85  -3.02  0.17  0.096
H  -1.29  -0.30  0.43  0.085
H  4.47  2.44  -2.26  0.145
H  -2.69  5.33  -0.16  0.056
H  -3.58  -2.45  2.19  0.077
H  -0.19  3.23  -7.76  0.079
H  5.36  2.68  -0.14  0.045
H  4.32  2.01  1.00  0.050
H  -4.19  2.15  -0.39  0.084
H  -0.62  -1.72  4.96  0.103
H  -1.42  -2.17  -4.63  0.108
H  -4.82  0.80  4.41  0.069
H  -4.29  -3.92  -1.23  0.101
H  3.61  3.64  4.52  0.091
H  3.82  -0.39  1.63  0.051

=====

No. 2
Molecular formula: C33H74F15N7O15S5
Method: DFT, ωB97M-V/def2-TZVPD

Values from the calculation:
Spin multiplicity: 1
Frontier orbital gap (eV): 7.0
E_tot (eV): -171481.970
Total charge: +2

Each line ends with the Löwdin charge.
Positions of all 149 atoms, in Å:
S  0.30  0.66  0.02  0.479
S  -1.01  -7.86  -2.31  0.665
S  6.83  2.52  0.25  0.696
S  4.54  2.99  1.23  0.520
S  -0.05  -6.03  -0.83  0.540
F  8.58  4.46  -0.09  0.147
F  -0.77  -1.60  -0.99  0.125
F  7.94  4.28  1.93  0.167
F  -2.34  -8.89  -4.27  0.164
F  -1.06  -3.83  0.32  0.085
F  2.06  3.56  1.86  0.112
F  1.05  -1.87  0.16  0.143
F  9.32  2.82  1.04  0.169
F  0.69  -4.59  1.36  0.134
F  -0.87  -1.29  1.14  0.084
F  -2.43  -6.66  -4.24  0.147
F  -3.57  -7.84  -2.88  0.104
F  3.26  5.32  1.50  0.148
F  2.58  4.22  -0.19  0.135
F  -1.17  -5.63  1.54  0.141
O  0.83  -7.01  -0.28  -0.276
O  4.90  2.89  2.63  -0.293
O  7.09  2.32  -1.17  -0.302
O  -0.98  1.32  0.28  -0.355
O  0.82  0.89  -1.33  -0.322
O  1.32  0.77  1.02  -0.306
O  0.15  -7.54  -3.10  -0.284
O  -1.08  -9.17  -1.74  -0.244
O  0.51  -5.13  -1.82  -0.305
O  4.12  1.72  0.64  -0.370
O  6.84  1.36  1.11  -0.309
O  -1.95  -0.63  5.38  -0.045
O  3.67  -2.72  -2.87  -0.039
O  6.53  -0.57  4.80  -0.045
O  -3.33  -4.64  -1.17  -0.114
N  -2.54  1.74  3.59  -0.336
N  3.95  0.27  -2.77  -0.308
N  5.58  3.72  0.39  -0.262
N  -1.47  -6.59  -1.23  -0.301
N  -3.85  3.92  -2.53  -0.249
N  -5.00  -2.18  -1.21  -0.319
N  4.07  -1.45  3.18  -0.330
C  -0.42  4.55  -0.76  -0.084
C  5.30  -0.02  -3.40  0.027
C  -4.80  4.76  -1.69  -0.083
C  -6.16  3.07  -2.77  -0.142
C  -3.22  2.12  4.87  0.027
C  -3.20  2.48  2.45  -0.003
C  -0.07  -1.18  0.07  -0.656
C  -6.50  -2.15  -1.18  -0.022
C  2.84  0.16  -3.77  0.029
C  -4.61  -0.77  -1.60  -0.002
C  -4.37  -2.51  0.13  0.040
C  -4.68  2.63  -2.65  -0.099
C  4.19  -0.21  4.07  -0.064
C  4.92  -2.61  3.60  0.001
C  -0.40  -4.94  0.70  -0.648
C  2.99  4.09  1.07  -0.653
C  -2.40  -7.78  -3.54  -0.677
C  -1.79  4.96  -1.32  -0.202
C  -6.24  4.36  -1.97  -0.137
C  4.04  1.69  -2.25  0.004
C  3.08  -1.95  -1.85  -0.229
C  -1.09  2.17  3.59  0.025
C  8.28  3.59  0.86  -0.696
C  4.37  -1.18  1.73  0.016
C  -2.69  0.24  3.28  -0.080
C  -2.50  3.73  -1.85  -0.136
C  -3.35  -3.76  -2.28  -0.211
C  -1.72  -0.69  3.99  -0.223
C  -4.74  -3.21  -2.34  -0.078
C  2.64  -1.93  3.29  0.007
C  -3.65  4.40  -3.95  0.049
C  3.82  -0.65  -1.56  -0.101
C  5.61  0.32  4.20  -0.225
H  -0.51  2.02  2.68  0.090
H  2.79  -0.83  -4.21  0.108
H  4.33  2.36  -3.06  0.116
H  5.48  1.15  4.90  0.140
H  -3.01  3.53  2.67  0.112
H  -2.65  -2.97  -2.00  0.106
H  4.34  -2.11  1.16  0.106
H  -6.88  5.06  -2.50  0.128
H  -3.76  0.12  3.49  0.139
H  4.82  -0.87  -1.19  0.134
H  -6.76  4.17  -1.03  0.123
H  7.01  -0.05  5.45  0.102
H  5.46  0.71  -4.19  0.112
H  3.88  -0.52  5.07  0.139
H  2.02  -1.13  2.86  0.083
H  3.61  -0.53  1.32  0.071
H  -5.43  -4.05  -2.28  0.145
H  -1.98  -1.71  3.67  0.134
H  6.07  -0.12  -2.65  0.108
H  -4.21  1.97  -3.38  0.133
H  -4.74  -3.50  0.40  0.119
H  -4.24  2.17  2.45  0.107
H  -2.81  2.20  1.47  0.072
H  2.04  -1.71  -2.06  0.110
H  -5.14  -0.08  -0.95  0.095
H  -0.41  3.94  0.14  0.062
H  -4.30  2.08  4.80  0.114
H  -4.60  4.74  -4.35  0.113
H  -5.00  -0.71  -2.62  0.100
H  4.64  -3.47  2.99  0.109
H  -4.58  2.11  -1.69  0.108
H  -6.90  -1.66  -2.06  0.111
H  -2.60  0.16  2.20  0.108
H  5.97  -2.35  3.43  0.107
H  -2.63  -5.34  -1.30  0.020
H  -6.48  3.25  -3.80  0.119
H  -1.53  5.56  -2.20  0.115
H  3.04  1.93  -1.88  0.086
H  -3.53  -0.68  -1.66  0.110
H  -2.97  5.25  -3.94  0.110
H  -5.04  -2.73  -3.28  0.137
H  4.75  1.76  -1.43  0.053
H  2.41  -2.11  4.33  0.110
H  5.93  0.67  3.21  0.089
H  4.83  -2.93  4.63  0.118
H  -4.66  5.80  -2.00  0.144
H  -3.29  -2.50  0.06  0.085
H  0.15  4.01  -1.51  0.085
H  -1.93  3.08  -2.51  0.148
H  3.46  0.44  3.58  0.136
H  -2.86  1.46  5.66  0.102
H  5.16  -0.98  -3.89  0.100
H  -2.44  5.52  -0.65  0.111
H  4.34  -3.33  -2.52  0.106
H  2.54  -2.78  2.62  0.102
H  1.93  0.29  -3.18  0.076
H  -4.47  4.60  -0.67  0.128
H  -4.78  -1.75  0.79  0.100
H  3.27  -0.12  -0.79  0.094
H  0.12  5.48  -0.53  0.087
H  -0.67  -0.54  3.72  0.116
H  3.14  -2.61  -0.98  0.121
H  -1.18  3.25  3.72  0.107
H  -3.36  3.55  -4.56  0.112
H  -1.15  -0.95  5.81  0.108
H  -6.83  2.29  -2.44  0.118
H  -6.87  -1.52  -0.36  0.107
H  -2.72  3.04  -1.03  0.110
H  -3.02  -4.27  -3.19  0.137
H  -0.57  1.76  4.45  0.115
H  -7.00  -3.10  -0.98  0.122
H  -2.92  3.15  5.08  0.112
H  2.98  0.98  -4.46  0.112
H  5.37  -0.75  1.68  0.103

=====

No. 3
Molecular formula: C33H76BN2O6
Method: DFT, ωB97M-V/def2-TZVPD

Values from the calculation:
Spin multiplicity: 1
Frontier orbital gap (eV): 7.1
E_tot (eV): -51390.950
Total charge: -1

Each line ends with the Löwdin charge.
Positions of all 118 atoms, in Å:
O  -1.93  2.13  5.39  -0.209
O  1.18  2.56  -1.69  -0.241
O  0.41  3.40  -2.59  -0.049
O  0.10  -3.37  -5.72  -0.203
O  0.75  5.41  3.74  -0.190
O  -0.99  -3.79  -10.16  -0.182
N  -1.77  5.25  5.23  -0.050
N  -1.33  -5.30  -7.43  -0.052
C  4.40  2.67  -1.16  -0.242
C  1.61  -1.23  0.80  -0.195
C  -3.10  -0.89  6.44  -0.217
C  -2.69  -2.80  2.30  -0.207
C  4.34  2.00  -2.54  -0.225
C  -3.21  -2.96  3.74  -0.212
C  2.25  -0.07  -3.63  -0.196
C  -2.14  -1.41  1.97  -0.209
C  0.38  6.31  4.77  -0.231
C  -0.49  5.62  5.80  -0.222
C  -1.02  -2.74  -5.15  -0.120
C  1.56  -0.66  -0.63  -0.199
C  0.35  -1.05  1.65  -0.216
C  0.00  -5.49  -6.87  -0.221
C  -2.61  4.41  6.06  -0.206
C  -2.08  3.04  6.46  -0.232
C  -4.10  -1.82  4.25  -0.210
C  1.89  -1.71  -1.69  -0.209
C  -0.73  -0.70  7.31  -0.106
C  -1.51  -5.78  -8.79  -0.206
C  -0.72  2.21  4.66  -0.087
C  -0.33  -2.84  -9.35  -0.099
C  3.78  -0.23  -3.68  -0.205
C  -4.19  -1.75  5.78  -0.205
C  1.37  3.33  -0.47  -0.233
C  0.18  5.71  2.48  -0.095
C  4.53  0.48  -2.55  -0.211
C  3.92  4.14  -1.19  -0.221
C  -1.82  -1.65  6.81  -0.265
C  0.15  -4.78  -5.55  -0.218
C  -0.96  -1.43  0.97  -0.208
C  1.51  -1.31  -3.11  -0.216
C  -0.67  -5.14  -9.89  -0.232
B  2.47  4.53  -0.49  -0.495
H  0.68  -3.16  -9.09  0.089
H  1.99  0.77  -2.98  0.078
H  2.62  4.90  0.68  0.040
H  1.73  -2.15  -3.78  0.099
H  -3.72  -0.87  3.89  0.094
H  -2.56  -5.64  -9.05  0.118
H  -1.32  -6.86  -8.80  0.116
H  5.60  0.26  -2.67  0.103
H  0.81  -5.13  -7.53  0.106
H  1.62  2.52  0.23  0.084
H  -1.79  -0.94  2.90  0.094
H  5.11  2.46  -3.17  0.110
H  4.16  0.13  -4.64  0.103
H  -1.61  4.81  4.34  0.076
H  -0.64  -5.11  -4.85  0.123
H  -0.38  -0.06  6.50  0.059
H  0.13  -1.25  7.70  0.067
H  2.96  -1.93  -1.65  0.106
H  -2.83  -0.07  5.77  0.092
H  -0.26  -1.91  -9.92  0.087
H  -4.14  -2.77  6.20  0.108
H  -3.48  -3.08  1.59  0.109
H  -1.13  3.12  7.01  0.111
H  1.30  6.66  5.26  0.119
H  0.11  2.53  5.29  0.091
H  0.46  -1.68  2.54  0.110
H  -0.85  -1.67  -5.19  0.087
H  -3.48  -0.44  7.36  0.108
H  -5.17  -1.35  6.05  0.099
H  0.28  -0.02  2.01  0.107
H  -0.87  -2.43  0.53  0.109
H  0.66  5.10  1.72  0.054
H  1.86  0.17  -4.62  0.106
H  -1.11  -0.05  8.10  0.072
H  0.90  3.24  -3.41  0.076
H  -0.14  7.18  4.36  0.119
H  -0.88  -5.69  -10.82  0.118
H  -0.66  6.30  6.65  0.119
H  -3.77  -3.90  3.81  0.109
H  -1.57  -4.32  -7.38  0.076
H  -1.95  -2.97  -5.69  0.081
H  0.37  3.67  -0.16  0.075
H  2.27  0.16  -0.71  0.084
H  0.59  -0.21  -0.85  0.104
H  -0.87  -2.63  -8.42  0.073
H  3.39  2.28  -3.00  0.089
H  1.99  5.50  -1.09  0.040
H  4.69  4.76  -0.72  0.062
H  -2.34  -3.07  4.40  0.090
H  -1.89  -3.53  2.16  0.103
H  -2.85  4.95  6.98  0.115
H  4.24  0.06  -1.59  0.091
H  1.84  -2.30  0.75  0.102
H  1.12  -5.04  -5.11  0.123
H  0.36  6.76  2.21  0.093
H  1.38  -2.65  -1.43  0.103
H  0.17  -6.56  -6.72  0.122
H  -2.80  2.59  7.14  0.117
H  -1.15  -3.02  -4.10  0.089
H  0.43  -1.13  -3.15  0.098
H  -1.44  -2.20  5.95  0.088
H  0.07  4.76  6.19  0.102
H  -0.79  2.90  3.81  0.081
H  -1.16  -0.74  0.14  0.102
H  2.45  -0.77  1.34  0.107
H  5.43  2.61  -0.80  0.097
H  3.90  4.45  -2.25  0.068
H  -2.94  -0.77  1.60  0.111
H  -0.51  1.22  4.27  0.074
H  -3.56  4.25  5.53  0.118
H  -2.05  -2.39  7.58  0.106
H  4.02  -1.30  -3.65  0.099
H  0.40  -5.24  -9.69  0.109
H  -5.10  -1.93  3.83  0.110
H  -0.90  5.53  2.46  0.081
H  3.80  2.07  -0.46  0.087